# 1
Computed, not measured: a cluster of 18 separate species, C18H72N36O18 in total in a non-equilibrium geometry, with ωB97M-V with the def2-TZVPD basis set.

Computed properties:
HOMO-LUMO gap = 0.2860 Ha
electronic energy = -110343.690 eV

Each line ends with the Löwdin charge.
Cartesian coordinates (Å):
C1 10.447 -17.118 -19.430  -0.8064
O1 9.591 -17.507 -18.651  0.0278
N1 11.712 -17.168 -19.316  0.2011
N2 10.173 -16.524 -20.533  0.1656
H1 11.883 -17.576 -18.409  0.1286
H2 12.323 -16.984 -20.099  0.1175
H3 10.845 -15.966 -21.040  0.1218
H4 9.181 -16.341 -20.575  0.1239
C2 14.935 -21.937 -22.248  -0.7704
O2 14.916 -22.279 -21.089  0.0426
N3 14.174 -20.897 -22.614  0.1545
N4 15.633 -22.337 -23.266  0.1901
H5 14.071 -20.800 -23.614  0.0896
H6 13.386 -20.868 -21.982  0.1015
H7 16.316 -23.075 -23.170  0.1207
H8 15.544 -21.902 -24.173  0.0818
C3 9.505 -22.003 -25.794  -0.8099
O3 10.118 -21.822 -26.811  0.0409
N5 8.774 -23.064 -25.534  0.2197
N6 9.284 -21.067 -24.975  0.2054
H9 8.985 -23.847 -26.136  0.0799
H10 8.444 -23.043 -24.580  0.1025
H11 9.734 -20.218 -25.285  0.1131
H12 8.511 -21.224 -24.344  0.1141
C4 12.699 -29.151 -25.611  -0.8135
O4 12.404 -29.304 -24.492  0.0867
N7 13.001 -30.166 -26.436  0.1380
N8 12.944 -28.055 -26.235  0.1845
H13 13.122 -30.053 -27.432  0.0999
H14 13.228 -31.063 -26.031  0.1054
H15 13.598 -28.017 -27.004  0.1076
H16 12.987 -27.215 -25.675  0.0862
C5 16.680 -25.464 -26.285  -0.7481
O5 15.641 -25.991 -26.794  -0.0341
N9 16.712 -24.186 -26.049  0.1897
N10 17.732 -26.128 -26.097  0.1926
H17 17.594 -23.770 -26.315  0.1240
H18 15.833 -23.701 -26.161  0.0821
H19 17.861 -27.093 -26.367  0.1366
H20 18.611 -25.649 -25.969  0.1229
C6 6.976 -20.408 -16.071  -0.8389
O6 6.370 -19.988 -15.181  0.0968
N11 7.622 -21.538 -15.919  0.1638
N12 7.065 -19.955 -17.317  0.1735
H21 8.228 -21.881 -16.651  0.0899
H22 7.218 -22.094 -15.180  0.1204
H23 6.711 -19.009 -17.325  0.1131
H24 7.703 -20.430 -17.939  0.0453
C7 16.170 -18.039 -20.875  -0.8053
O7 16.610 -17.052 -20.308  0.0252
N13 15.024 -18.219 -21.385  0.1689
N14 16.911 -19.103 -21.134  0.1612
H25 14.902 -19.209 -21.541  0.0682
H26 14.386 -17.449 -21.529  0.1160
H27 16.636 -19.835 -21.774  0.0934
H28 17.838 -19.037 -20.741  0.1197
C8 10.437 -22.699 -22.114  -0.7160
O8 9.981 -23.783 -21.706  -0.0250
N15 10.387 -21.536 -21.379  0.1929
N16 11.267 -22.589 -23.015  0.2182
H29 10.881 -20.726 -21.725  0.0709
H30 9.743 -21.557 -20.601  0.0468
H31 11.578 -23.334 -23.621  0.1037
H32 11.389 -21.620 -23.274  0.0528
C9 11.032 -18.882 -23.766  -0.7690
O9 11.611 -19.900 -23.548  0.0160
N17 9.899 -18.537 -23.158  0.1894
N18 11.243 -18.124 -24.793  0.1885
H33 9.336 -17.726 -23.369  0.1161
H34 9.532 -19.139 -22.435  0.0821
H35 12.106 -18.105 -25.318  0.1214
H36 10.788 -17.225 -24.863  0.1164
C10 6.860 -19.727 -21.289  -0.7680
O10 7.383 -20.531 -22.075  -0.0094
N19 7.436 -19.278 -20.217  0.1758
N20 5.714 -19.174 -21.453  0.1825
H37 8.268 -19.643 -19.774  0.0584
H38 6.998 -18.486 -19.769  0.1012
H39 5.116 -19.280 -22.260  0.1329
H40 5.487 -18.584 -20.665  0.1120
C11 6.519 -23.952 -20.859  -0.7807
O11 5.462 -24.546 -20.880  0.0191
N21 6.893 -23.134 -19.924  0.1830
N22 7.256 -23.806 -21.942  0.1567
H41 7.534 -22.393 -20.170  0.0732
H42 6.303 -23.072 -19.106  0.1158
H43 8.261 -23.874 -21.878  0.0330
H44 6.883 -24.144 -22.818  0.1066
C12 10.263 -20.779 -18.188  -0.7301
O12 9.340 -20.967 -18.979  -0.0318
N23 11.419 -21.298 -18.252  0.2078
N24 10.386 -19.851 -17.295  0.1776
H45 12.090 -21.068 -17.533  0.1359
H46 11.578 -22.029 -18.930  0.0954
H47 9.807 -19.029 -17.389  0.0832
H48 11.372 -19.678 -17.158  0.1088
C13 13.765 -24.408 -29.408  -0.7790
O13 13.023 -24.215 -30.329  0.0281
N25 13.261 -24.685 -28.222  0.1742
N26 15.087 -24.436 -29.417  0.1665
H49 12.284 -24.711 -27.969  0.0449
H50 13.889 -25.099 -27.548  0.0530
H51 15.519 -24.579 -28.515  0.0625
H52 15.600 -24.455 -30.287  0.1112
C14 9.573 -25.286 -27.830  -0.7290
O14 10.606 -24.730 -27.519  0.0178
N27 8.719 -24.941 -28.769  0.1887
N28 9.027 -26.144 -26.971  0.1601
H53 7.892 -25.435 -29.073  0.1193
H54 9.177 -24.270 -29.370  0.1291
H55 9.466 -26.452 -26.115  0.1216
H56 8.173 -26.661 -27.126  0.1086
C15 12.428 -24.722 -18.876  -0.7912
O15 13.259 -24.886 -18.001  0.0217
N29 12.602 -23.912 -19.849  0.1710
N30 11.265 -25.348 -19.063  0.1658
H57 13.450 -23.367 -19.913  0.0944
H58 11.771 -23.891 -20.423  0.0730
H59 11.006 -26.140 -18.492  0.1017
H60 10.612 -25.154 -19.809  0.0838
C16 8.003 -28.402 -20.956  -0.7952
O16 8.310 -28.648 -22.111  0.0140
N31 6.764 -28.483 -20.636  0.1682
N32 8.893 -28.239 -19.987  0.1637
H61 6.180 -28.594 -21.452  0.1265
H62 6.476 -28.762 -19.709  0.1152
H63 8.557 -27.959 -19.076  0.1030
H64 9.860 -28.406 -20.221  0.1119
C17 13.371 -25.735 -23.056  -0.8154
O17 12.912 -25.337 -24.097  0.0357
N33 13.022 -26.738 -22.403  0.2133
N34 14.275 -25.098 -22.367  0.1854
H65 13.484 -26.884 -21.517  0.1272
H66 12.491 -27.477 -22.841  0.1163
H67 14.683 -24.278 -22.793  0.0673
H68 14.829 -25.748 -21.828  0.1221
C18 13.601 -21.661 -26.089  -0.7780
O18 14.791 -21.634 -26.206  0.0136
N35 13.051 -22.677 -25.494  0.1976
N36 12.718 -20.787 -26.579  0.1970
H69 12.101 -22.909 -25.746  0.0944
H70 13.590 -23.464 -25.161  0.0802
H71 11.760 -21.106 -26.557  0.0462
H72 13.097 -20.141 -27.256  0.1202

Cartesian forces (eV/Å) of the 2 atoms listed first:
C -2.1 0.0 0.5
O -0.5 -0.5 0.9


# 2
Computed, not measured: a structure of composition C18H9AlClF5N2O4S, with ωB97M-V with the def2-TZVPD basis set.

Computed properties:
HOMO-LUMO gap = 0.2569 Ha
electronic energy = -73518.329 eV

Each line ends with the Löwdin charge.
Cartesian coordinates (Å):
Al1 -0.032 -0.069 -0.076  -0.0722
F1 2.780 0.222 6.083  0.1393
C1 2.638 0.102 4.770  -0.1458
C2 1.385 0.107 4.205  -0.1437
F2 0.304 0.243 4.970  0.1361
C3 1.269 -0.026 2.842  -0.2026
F3 0.013 0.008 2.338  0.0768
C4 2.343 -0.183 1.985  -0.4601
S1 2.212 -0.414 0.245  0.8566
C5 3.588 -0.161 2.592  -0.2406
F4 4.685 -0.276 1.846  0.0957
C6 3.742 -0.022 3.956  -0.1426
F5 4.957 -0.004 4.494  0.1354
C7 0.118 -3.062 -4.922  -0.0735
C8 -0.080 -1.749 -5.340  -0.0695
C9 -0.077 -0.713 -4.424  -0.0153
C10 0.116 -0.996 -3.077  -0.1997
C11 0.352 -2.297 -2.658  -0.0214
C12 0.348 -3.332 -3.583  -0.0594
N1 0.069 0.036 -2.067  0.0243
N2 0.017 1.208 -2.483  0.1589
C13 -0.031 2.220 -1.495  -0.2566
C14 0.023 3.528 -1.974  -0.0146
C15 0.031 4.566 -1.065  -0.0732
C16 -0.025 4.277 0.297  -0.0616
C17 -0.093 2.964 0.752  -0.0726
C18 -0.110 1.895 -0.130  -0.1128
H1 0.099 -3.871 -5.644  0.1076
H2 -0.244 -1.533 -6.390  0.1078
H3 -0.226 0.312 -4.736  0.1088
H4 0.559 -2.498 -1.618  0.0920
H5 0.521 -4.349 -3.253  0.1124
H6 0.069 3.701 -3.044  0.1153
H7 0.082 5.592 -1.406  0.1053
H8 -0.024 5.091 1.012  0.1068
H9 -0.148 2.785 1.822  0.1035
O1 -2.757 -1.884 1.502  -0.2201
Cl1 -2.081 -1.664 0.272  0.8415
O2 -2.562 -2.454 -0.810  -0.2299
O3 -2.054 -0.209 -0.090  -0.2487
O4 -0.581 -1.865 0.444  -0.2881

Cartesian forces (eV/Å) of the 2 atoms listed first:
Al 0.4 0.2 0.6
F 0.0 0.0 0.3